Run a
DFT (ωB97M-V/def2-TZVPD) results for a cluster of 2 separate species, C7H14N2O4 in total.

ORCA input file:
```
! RIJCOSX wB97M-V def2-TZVPD def2/J DEFGRID3
* xyz 0 1
C -1.73 3.54 0.13
O -0.78 2.77 0.86
C -0.68 1.53 0.20
O -1.67 1.46 -0.73
C 0.29 0.66 0.54
C 1.25 0.04 1.18
C 0.87 -0.59 2.56
O 2.56 0.15 0.82
H -1.15 4.05 -0.65
H -1.98 4.46 0.80
H -2.66 3.00 -0.06
H -1.13 1.00 -1.43
H -0.03 -1.09 2.33
H 0.73 0.32 3.20
H 1.79 -1.11 2.89
H 2.99 -0.53 1.42
C -0.97 -2.07 -1.50
N 0.42 -1.75 -1.36
N 1.13 -2.59 -0.51
C 0.79 -0.42 -1.67
O 0.08 0.29 -2.39
H -1.42 -2.01 -2.54
H -1.04 -3.22 -1.26
H -1.72 -1.57 -0.88
H 1.24 -3.48 -0.90
H 0.99 -2.65 0.46
H 1.85 -0.19 -1.50
*
```

**HOMO level**: -8.2 eV
**Structure (SMILES)**: COC(O)=C=C(C)O.CN(N)C=O
**LUMO**: 0.56 eV

***

Run b
DFT (ωB97M-V/def2-TZVPD) results for the molecule C7H14N2O4.

ORCA input file:
```
! RIJCOSX wB97M-V def2-TZVPD def2/J DEFGRID3
* xyz 0 1
C 3.57 0.75 -0.31
C -3.34 -0.62 -0.39
C -1.95 1.26 -1.28
C 1.23 0.59 2.15
C -0.94 -0.41 0.31
C -1.94 -0.19 -0.83
C 1.35 0.47 0.67
N 2.91 -1.42 0.42
N 0.37 0.02 -0.12
O 4.37 1.53 -0.72
O 2.31 1.20 0.06
O 3.82 -0.53 -0.19
O 2.15 -2.02 -0.60
H -3.34 -1.64 -0.01
H -4.03 -0.56 -1.23
H -3.71 0.04 0.40
H -2.21 1.92 -0.45
H -0.97 1.57 -1.65
H -2.67 1.41 -2.08
H 0.72 1.51 2.41
H 2.23 0.61 2.58
H 0.68 -0.26 2.55
H -1.23 0.18 1.18
H -0.92 -1.47 0.60
H -1.64 -0.83 -1.67
H 0.64 -0.25 -1.05
H 2.55 -2.89 -0.76
*
```

**HOMO level (alpha / beta)**: -7.7 / -7.7 eV
**LUMO (alpha / beta)**: 0.56 / 0.56 eV

***

The most stable arrangement is run b, and the next structure is 1.180 eV less stable.

***

Run a
DFT (ωB97M-V/def2-TZVPD) results for the molecule C3H5ClO.

ORCA input file:
```
! RIJCOSX wB97M-V def2-TZVPD def2/J DEFGRID3
* xyz 0 1
C 1.58 -0.21 0.09
C 0.45 0.50 0.01
Cl 0.38 2.19 -0.41
C -0.89 -0.23 0.35
O -1.68 -0.70 -0.74
H 1.41 -1.21 0.47
H 2.57 0.09 -0.32
H -0.69 -1.08 0.99
H -1.39 0.58 0.96
H -1.74 0.05 -1.41
*
```

**HOMO level**: -9.9 eV
**Structure (SMILES)**: C=C(Cl)CO
**LUMO**: 0.77 eV

***

Run b
DFT (ωB97M-V/def2-TZVPD) results for a cluster of 2 separate species, C3H5ClO in total.

ORCA input file:
```
! RIJCOSX wB97M-V def2-TZVPD def2/J DEFGRID3
* xyz 0 1
C -1.12 0.82 -0.73
C -0.44 0.60 0.25
C 0.41 0.43 1.44
H -1.84 1.19 -1.44
H 0.55 1.34 1.87
H -0.07 -0.09 2.29
H 1.22 -0.20 1.07
O 0.07 -1.78 -2.41
Cl -0.48 -1.75 -4.03
H -0.31 -2.45 -1.86
*
```

**HOMO level**: -9.8 eV
**Structure (SMILES)**: C#CC.OCl
**LUMO**: -0.02 eV

***

The most stable arrangement is run a, and the next structure is 3.115 eV less stable.

***

Run a
DFT (ωB97M-V/def2-TZVPD) results for a cluster of 2 separate species, C5H16NO in total.

ORCA input file:
```
! RIJCOSX wB97M-V def2-TZVPD def2/J DEFGRID3
* xyz 1 1
C 0.85 0.12 -0.24
C -0.47 0.69 0.03
C -0.44 1.94 0.83
C -1.40 0.82 -1.27
C -1.85 -0.60 -1.82
N 1.60 -0.14 1.16
H 1.51 0.83 -0.89
H 0.87 -0.77 -0.94
H -0.90 -0.11 0.68
H 0.60 2.64 0.72
H -1.11 2.70 0.31
H -0.71 1.98 1.93
H -2.24 1.39 -0.97
H -0.76 1.52 -1.89
H -1.25 -1.50 -1.40
H -2.97 -0.89 -1.80
H -1.49 -0.47 -2.81
H 1.94 0.76 1.53
H 0.88 -0.77 1.76
H 2.38 -0.80 1.14
H 1.38 -3.24 2.04
H 1.86 -3.40 0.62
O 1.73 -2.70 1.30
*
```

**HOMO level**: -14.5 eV
**LUMO**: -3.28 eV

***

Run b
DFT (ωB97M-V/def2-TZVPD) results for a cluster of 3 separate species, C5H16NO in total.

ORCA input file:
```
! RIJCOSX wB97M-V def2-TZVPD def2/J DEFGRID3
* xyz 1 1
C -0.15 0.92 1.51
C 0.88 0.25 0.70
C 1.08 0.74 -0.71
C -0.19 1.20 -1.44
C 1.95 -0.27 -1.49
N -2.58 -1.26 1.44
H -1.14 0.63 1.09
H -0.14 0.73 2.58
H -0.19 2.02 1.43
H 1.89 0.20 1.13
H 1.76 1.62 -0.70
H -0.75 0.30 -1.70
H -0.76 1.88 -0.82
H 0.09 1.72 -2.36
H 2.22 0.14 -2.46
H 2.82 -0.52 -0.87
H 1.32 -1.17 -1.52
H -0.39 -2.56 -0.28
H -1.79 -1.18 0.81
H 0.68 -0.90 0.58
H -2.52 -1.87 2.24
H -3.52 -1.03 1.17
O -0.56 -1.60 -0.35
*
```

**HOMO level**: -14.2 eV
**LUMO**: -9.29 eV

***

The most stable arrangement is run a, and the next structure is 5.122 eV less stable.

***

Run a
DFT (ωB97M-V/def2-TZVPD) results for a cluster of 4 separate species, C2H7NO5 in total.

ORCA input file:
```
! RIJCOSX wB97M-V def2-TZVPD def2/J DEFGRID3
* xyz 0 1
O 0.45 -1.60 -0.62
C -0.57 -0.94 -0.66
N -1.54 -1.14 0.25
C -1.21 -0.31 1.33
O -0.45 -0.54 2.21
O -1.13 1.53 0.40
H 1.26 -1.14 -1.23
H -1.80 0.67 1.34
H -0.79 -0.40 -1.58
H 2.75 -0.53 -2.47
H 0.26 1.38 0.85
O 1.80 -0.68 -2.34
H -1.33 2.44 0.16
H 1.11 0.23 1.43
O 1.20 1.01 0.91
*
```

**HOMO level**: -9.4 eV
**LUMO**: -5.08 eV

***

Run b
DFT (ωB97M-V/def2-TZVPD) results for a structure of composition C2H7NO5.

ORCA input file:
```
! RIJCOSX wB97M-V def2-TZVPD def2/J DEFGRID3
* xyz 0 1
O -0.42 0.02 -0.87
C 0.66 -0.67 -0.47
N 0.79 -1.92 -0.76
C -0.47 -2.22 -0.11
O -0.66 -2.21 1.06
O 1.59 1.39 1.19
H -0.04 0.79 -1.45
H -1.29 -2.52 -0.78
H 1.44 -0.09 0.08
H -0.51 2.61 -2.80
H -1.17 1.94 0.99
O -0.60 2.13 -1.96
H 2.19 2.14 1.32
H 0.23 1.61 1.63
O -0.77 1.70 1.84
*
```

**HOMO level**: -10.0 eV
**LUMO**: -6.22 eV

***

The most stable arrangement is run a, and the next structure is 2.009 eV less stable.

***

Run a
DFT (ωB97M-V/def2-TZVPD) results for the molecule C4H4.

ORCA input file:
```
! RIJCOSX wB97M-V def2-TZVPD def2/J DEFGRID3
* xyz 0 3
C 0.06 -0.20 0.80
C -1.17 -0.37 -0.09
C 1.22 -0.37 -0.11
C -0.03 0.12 -0.80
H -0.05 0.09 1.80
H -2.15 -0.38 -0.17
H 2.22 0.13 -0.08
H -0.10 0.98 -1.35
*
```

**HOMO level (alpha / beta)**: -5.2 / -10.7 eV
**LUMO (alpha / beta)**: 1.29 / -0.29 eV

***

Run b
DFT (ωB97M-V/def2-TZVPD) results for the molecule C4H4.

ORCA input file:
```
! RIJCOSX wB97M-V def2-TZVPD def2/J DEFGRID3
* xyz 0 3
C -0.04 1.41 -1.06
C 0.11 1.26 0.25
C 0.01 -0.11 0.68
C -0.01 -1.37 0.38
H -0.36 0.67 -1.77
H 0.37 2.04 0.94
H -0.15 -2.08 1.18
H 0.08 -1.81 -0.60
*
```

**HOMO level (alpha / beta)**: -7.8 / -9.2 eV
**LUMO (alpha / beta)**: 0.65 / -1.02 eV

***

The most stable arrangement is run b, and the next structure is 1.722 eV less stable.

***

Run a
DFT (ωB97M-V/def2-TZVPD) results for a structure of composition C4H9O.

ORCA input file:
```
! RIJCOSX wB97M-V def2-TZVPD def2/J DEFGRID3
* xyz -1 1
C 2.34 -0.03 -0.48
O 3.28 0.21 0.44
C 0.97 0.94 -0.90
C 0.90 -0.26 0.04
C -0.13 -1.25 -0.40
H 2.79 -0.41 -1.42
H -5.86 1.38 2.97
H 0.42 1.87 -0.59
H 0.60 0.85 -1.93
H -5.07 1.38 2.69
H 0.78 -0.02 1.07
H 0.10 -2.24 0.05
H -1.09 -0.96 -0.05
H -0.03 -1.45 -1.47
*
```

**HOMO level**: -2.0 eV
**LUMO**: 3.85 eV

***

Run b
DFT (ωB97M-V/def2-TZVPD) results for a cluster of 2 separate species, C4H9O in total.

ORCA input file:
```
! RIJCOSX wB97M-V def2-TZVPD def2/J DEFGRID3
* xyz -1 1
C -1.27 -2.16 0.45
O 0.04 -2.05 0.57
H -1.64 -1.91 -0.63
H -1.70 -3.18 0.75
H -1.93 -1.43 0.97
C 1.41 0.66 0.55
C 0.21 0.91 -0.36
C 0.18 2.08 -1.05
H 1.15 0.89 1.57
H 1.79 -0.31 0.23
H 2.23 1.37 0.29
H -0.58 0.17 -0.44
H -0.92 2.30 -1.49
H 1.03 2.64 -1.43
*
```

**HOMO level**: -2.1 eV
**LUMO**: 4.07 eV

***

The most stable arrangement is run b, and the next structure is 0.799 eV less stable.